Formula: C2H4Cl2O
Source: OMol25
Level of theory: ωB97M-V/def2-TZVPD

Geometry as XYZ:
```
9
C2H4Cl2O (ωB97M-V/def2-TZVPD)
C 1.24 -0.07 0.37
C -0.82 -0.20 -0.60
O -1.45 0.88 -0.35
Cl 1.83 1.65 0.46
Cl -1.31 -1.82 0.03
H 0.98 -0.35 1.38
H 1.86 -0.76 -0.17
H -0.54 -0.34 -1.72
H -1.79 1.01 0.60
```

Computed properties:
- gap between HOMO and LUMO (Ha) = 0.3347
- total charge = 0